{
  "formula": "C51H78AsCsN6O",
  "method": "wB97M-V/def2-TZVPD",
  "relative_energy_kj_mol": 67.46,
  "total_charge": -2,
  "energy_ha": -4649.85258,
  "gap_ev": 4.75,
  "e_homo_ev": -1.1,
  "elements": ["Cs", "As", "O", "N", "N", "N", "N", "N", "N", "C", "C", "C", "C", "C", "C", "C", "C", "C", "C", "C", "C", "C", "C", "C", "C", "C", "C", "C", "C", "C", "C", "C", "C", "C", "C", "C", "C", "C", "C", "C", "C", "C", "C", "C", "C", "C", "C", "C", "C", "C", "C", "C", "C", "C", "C", "C", "C", "C", "C", "C", "H", "H", "H", "H", "H", "H", "H", "H", "H", "H", "H", "H", "H", "H", "H", "H", "H", "H", "H", "H", "H", "H", "H", "H", "H", "H", "H", "H", "H", "H", "H", "H", "H", "H", "H", "H", "H", "H", "H", "H", "H", "H", "H", "H", "H", "H", "H", "H", "H", "H", "H", "H", "H", "H", "H", "H", "H", "H", "H", "H", "H", "H", "H", "H", "H", "H", "H", "H", "H", "H", "H", "H", "H", "H", "H", "H", "H", "H"],
  "xyz": [[0.244709, -1.233832, 0.480082], [1.421474, -2.266852, -3.162821], [-0.750313, -3.162832, -0.918848], [2.448537, 0.905298, -1.838395], [1.489825, -0.469375, 3.009983], [-0.268054, 3.526820, -0.578199], [-3.399049, -0.214210, 0.572810], [-1.844791, -0.393986, -3.102572], [-2.352291, 1.981634, 1.699948], [-0.947750, 3.612004, -1.856688], [3.403936, -2.258050, -3.179556], [3.078864, 0.921385, 1.921184], [0.841095, 4.198607, -0.297357], [-1.325168, -4.174690, -0.218241], [-3.892876, -1.278332, -0.012575], [0.569546, -2.036602, 6.271593], [4.102192, -2.946831, -4.345859], [1.107286, -4.200220, -3.423342], [4.151607, 2.613702, -0.846037], [-5.112348, -1.868601, 0.374342], [-4.081443, 0.344903, 1.598477], [-0.590208, -0.979154, 3.996890], [3.630556, 6.468447, -1.644837], [-1.394900, -1.473009, 4.997927], [1.709240, -5.005595, -2.275396], [-0.243936, 2.653573, -2.834318], [-5.353754, 1.509759, 3.782325], [-2.995085, -1.085061, -3.431916], [2.870876, 4.594411, 2.967518], [2.906054, -0.367289, 2.739563], [-5.308295, -1.117806, -4.135905], [5.565602, 2.040108, -0.771660], [-0.818898, -2.008606, 6.160155], [-4.176569, -0.411137, -3.768839], [1.690616, 4.980557, -1.147581], [3.896537, -0.294262, 3.923636], [2.443389, 4.741793, 1.527883], [0.847907, -0.978544, 4.056702], [-3.496135, 1.499016, 2.219889], [1.558178, -0.189847, -5.193636], [-4.150418, 2.050679, 3.311850], [-1.742425, -3.766220, 1.234206], [-1.089958, 5.001607, -2.517113], [3.213410, 5.543452, 0.653816], [-5.808401, -1.324167, 1.418475], [3.200836, 1.659201, -1.401705], [1.329520, 4.091439, 1.061637], [3.383833, -1.545146, 1.848909], [-2.989352, -2.485537, -3.469112], [-5.296646, -2.506924, -4.179954], [-2.546325, -4.782537, -0.930205], [-4.129467, -3.178669, -3.837969], [-2.379598, 3.109210, -1.622749], [1.132008, -1.647760, -5.027374], [-5.940644, 0.419708, 3.190294], [-5.303192, -0.184448, 2.083077], [1.381629, -1.549853, 5.259257], [-2.895221, -1.469650, 4.828491], [2.821869, 5.636968, -0.676218], [1.215996, -2.583364, 7.524481], [-3.294794, -4.009549, -1.129933], [3.808853, -3.997601, -4.421502], [-1.128700, -0.889530, -2.593113], [-5.820696, 1.973169, 4.643944], [-0.776588, 2.519761, -3.785888], [4.569124, 6.798133, -1.193148], [4.134373, 1.043833, 1.639488], [3.771764, 2.915897, 0.131150], [-1.442689, 5.736070, -1.788453], [2.800533, -4.937612, -2.260367], [2.774153, 1.773666, 2.526490], [3.714080, -2.703450, -2.230981], [3.075900, 7.357146, -1.958029], [-6.743276, -1.755073, 1.759046], [-3.013966, -5.573171, -0.328619], [0.759441, 3.030207, -3.049573], [-4.105921, -4.262451, -3.830865], [0.773154, 3.432983, 1.725142], [-6.868589, 0.000250, 3.562049], [-0.119437, 1.684641, -2.349515], [4.096677, 6.064364, 1.013657], [-1.827505, 4.936801, -3.324193], [2.967672, 5.571830, 3.449241], [-1.445587, -2.396445, 6.958266], [1.481098, 5.080456, -2.202438], [3.859903, -2.467734, -5.298378], [-0.170386, 5.372257, -2.961548], [4.112698, 3.512206, -1.461581], [-2.362815, 2.123778, -1.152224], [0.021001, -4.310541, -3.407079], [-3.400371, -1.600247, 5.787630], [4.453861, -1.476444, 1.618490], [-3.244369, -0.534513, 4.383022], [2.467611, 0.939158, 1.009839], [0.060743, -1.747616, -5.217879], [2.449399, -1.608948, 5.407591], [3.844454, 4.101835, 3.043780], [-6.214184, -0.574397, -4.380100], [1.048877, 0.443989, -4.464587], [1.648292, -1.778195, 8.125701], [5.190987, -2.916217, -4.236064], [1.325349, 0.185457, -6.193528], [1.646426, -2.303329, -5.737057], [5.590514, 1.124316, -0.177230], [-1.864550, 2.781512, 2.056785], [1.446142, -6.064118, -2.343020], [0.489922, -3.111975, 8.145678], [2.863320, -1.538764, 0.891633], [-2.128352, -4.641492, 1.766410], [-1.076240, -0.541673, 3.124629], [3.680037, -1.205500, -3.115698], [-2.909033, 3.783826, -0.945880], [3.541031, 0.405933, 4.684367], [-6.188234, -3.056248, -4.459259], [4.047855, -1.269189, 4.387377], [3.195847, -2.496647, 2.355347], [-2.505507, -2.980217, 1.204656], [-0.618501, -5.034035, -0.076334], [-2.939275, 3.040240, -2.565214], [-3.304510, -1.715338, -0.813509], [6.230626, 2.769056, -0.307014], [-4.197347, 0.672859, -3.718052], [-3.213079, -2.282700, 4.168734], [2.024854, -3.276837, 7.280904], [-1.972019, 1.551568, 0.878571], [5.946731, 1.808444, -1.767439], [-0.894564, -3.392518, 1.824346], [-2.096806, -3.007409, -3.135499], [2.632467, -0.065541, -5.032450], [3.868656, 5.903271, -2.551612], [-5.461826, -2.746359, -0.154305], [-2.241426, -5.209675, -1.891039], [4.872337, 0.054333, 3.568690], [-3.716690, 2.909504, 3.811476], [-1.960198, 0.558994, -2.793071], [1.479662, -4.528797, -4.398181], [1.315412, -4.615969, -1.331294], [2.152575, 3.997036, 3.530193]],
  "forces_ev_per_angstrom": [[-0.105, 1.155, -0.172], [-0.035, 0.082, -0.061], [-0.429, -0.570, -0.563], [0.264, 0.045, 0.081], [-0.152, 0.200, -0.141], [-0.220, 0.577, 0.395], [0.112, -0.104, -0.252], [-0.172, 0.204, -0.065], [0.115, -0.038, 0.094], [0.234, -0.271, -0.342], [0.015, -0.078, -0.044], [0.213, 0.024, 0.054], [-0.100, -0.422, 0.003], [-0.012, -0.138, 0.432], [0.103, 0.192, -0.014], [-0.061, -0.003, 0.003], [-0.031, 0.003, -0.015], [0.044, 0.090, -0.001], [0.012, 0.012, -0.039], [-0.169, 0.031, 0.126], [-0.233, -0.285, 0.113], [-0.192, 0.066, 0.015], [0.041, -0.013, 0.023], [0.083, -0.055, 0.038], [-0.075, 0.123, 0.039], [0.008, 0.161, -0.106], [-0.136, -0.165, -0.044], [0.105, -0.061, 0.011], [-0.003, -0.030, -0.035], [0.151, -0.235, 0.035], [-0.010, -0.038, -0.008], [0.001, -0.028, 0.060], [0.044, -0.036, 0.059], [0.124, 0.069, 0.063], [0.122, 0.098, -0.067], [-0.099, 0.179, 0.055], [-0.042, 0.017, -0.125], [0.455, -0.062, -0.038], [-0.049, 0.200, 0.129], [-0.018, -0.071, 0.065], [0.144, 0.068, -0.051], [0.174, -0.258, -0.324], [-0.094, -0.046, 0.041], [-0.023, 0.011, -0.024], [0.118, -0.090, -0.160], [-0.299, -0.177, -0.176], [0.107, -0.002, 0.064], [-0.025, 0.017, 0.156], [0.042, 0.032, 0.020], [-0.116, -0.007, -0.036], [-0.072, -0.067, 0.114], [0.086, 0.038, 0.028], [0.053, -0.087, -0.048], [0.030, -0.075, 0.050], [-0.051, 0.109, 0.138], [0.280, 0.156, -0.088], [-0.088, -0.108, 0.038], [0.038, 0.045, -0.068], [-0.047, 0.060, 0.152], [-0.034, 0.000, -0.020], [0.030, -0.018, 0.034], [0.008, 0.033, -0.007], [0.001, -0.289, 0.057], [-0.028, -0.022, -0.002], [-0.011, 0.060, 0.064], [-0.015, -0.003, -0.012], [-0.098, 0.066, -0.028], [0.019, 0.014, 0.025], [0.030, -0.004, 0.021], [-0.007, 0.013, 0.005], [0.011, 0.082, 0.011], [-0.023, -0.007, 0.013], [0.005, 0.000, -0.004], [-0.010, -0.029, -0.013], [0.016, 0.003, -0.059], [-0.008, -0.093, -0.037], [-0.011, -0.003, -0.008], [-0.013, 0.076, -0.034], [0.019, 0.034, 0.013], [0.024, -0.020, -0.045], [-0.025, -0.003, -0.010], [-0.032, 0.013, 0.039], [-0.033, -0.011, 0.002], [0.012, 0.007, -0.014], [-0.013, -0.078, 0.003], [-0.007, -0.022, 0.048], [-0.026, 0.016, 0.032], [0.015, -0.005, 0.000], [-0.010, -0.004, -0.016], [0.023, 0.015, -0.020], [-0.004, 0.003, 0.013], [-0.006, 0.025, 0.091], [0.009, -0.042, 0.017], [0.045, -0.147, 0.268], [-0.026, 0.001, 0.044], [-0.021, -0.005, -0.010], [0.015, -0.012, -0.011], [0.003, -0.008, -0.002], [0.024, 0.008, -0.029], [-0.003, -0.004, 0.005], [-0.011, -0.002, 0.008], [-0.013, -0.001, -0.008], [0.004, 0.018, 0.039], [-0.018, 0.063, -0.033], [-0.076, 0.051, 0.013], [-0.023, -0.008, -0.002], [0.000, 0.001, -0.005], [0.150, -0.086, 0.016], [-0.136, 0.096, 0.070], [0.140, 0.047, 0.062], [0.021, 0.054, -0.013], [-0.002, -0.024, 0.009], [-0.007, -0.043, -0.011], [0.023, 0.017, 0.006], [0.011, 0.022, -0.005], [-0.017, 0.014, -0.057], [0.057, -0.138, 0.088], [-0.019, -0.006, 0.012], [0.039, 0.019, 0.056], [0.004, 0.007, 0.023], [-0.008, -0.002, -0.008], [-0.004, -0.029, -0.010], [-0.004, 0.005, 0.004], [-0.003, 0.004, 0.002], [0.109, 0.026, -0.128], [0.001, -0.006, 0.007], [-0.158, -0.173, -0.099], [-0.022, 0.012, 0.022], [-0.024, -0.005, 0.005], [-0.006, 0.009, 0.012], [-0.021, 0.006, 0.026], [-0.004, 0.034, 0.005], [-0.021, 0.004, -0.016], [0.008, -0.021, -0.032], [-0.020, -0.015, -0.041], [0.007, 0.004, -0.002], [0.031, -0.062, -0.045], [0.011, 0.025, 0.013]]
}